# 1
{
  "formula": "C5H8N2",
  "method": "the ωB97M-V functional and the def2-TZVPD basis",
  "species": ["N", "N", "C", "C", "C", "C", "C", "H", "H", "H", "H", "H", "H", "H", "H"],
  "xyz": [[2.092, -0.918, -1.457], [-0.541, -0.705, 0.990], [0.532, -1.398, 0.448], [0.369, 0.631, -0.511], [-1.867, 1.398, 0.546], [-0.658, 0.522, 0.399], [1.099, -0.593, -0.512], [2.663, -1.713, -1.202], [-2.666, 1.008, -0.100], [-1.109, -1.039, 1.752], [0.768, -2.407, 0.759], [2.678, -0.135, -1.716], [-1.637, 2.413, 0.203], [0.541, 1.474, -1.167], [-2.265, 1.462, 1.567]],
  "mulliken_charge": [-0.54, -0.01, -0.90, -0.60, -1.15, 0.12, 0.84, 0.23, 0.25, 0.19, 0.35, 0.24, 0.31, 0.33, 0.34],
  "relative_energy_ev": 0.225,
  "homo_lumo_gap_ev": 8.41,
  "lumo_ev": 1.10
}

---

# 2
{
  "formula": "C9H18InNO11",
  "method": "the ωB97M-V functional and the def2-TZVPD basis",
  "species": ["In", "O", "O", "O", "O", "O", "O", "O", "O", "O", "O", "O", "N", "C", "C", "C", "C", "C", "C", "C", "C", "C", "H", "H", "H", "H", "H", "H", "H", "H", "H", "H", "H", "H", "H", "H", "H", "H", "H", "H"],
  "xyz": [[-1.742, 10.153, 2.327], [-0.934, 8.339, 0.125], [-1.206, 6.161, -0.290], [-4.087, 10.011, 0.088], [-4.150, 11.135, -1.693], [0.931, 11.144, 0.900], [-2.725, 6.574, 4.487], [-2.434, 7.309, 1.263], [-3.837, 12.885, 2.372], [-1.627, 8.362, 4.625], [-2.009, 7.190, 6.448], [-2.441, 11.303, -0.332], [-0.702, 12.925, 2.587], [1.163, 12.594, 1.042], [-5.119, 12.977, 1.780], [-2.121, 7.376, 5.140], [1.830, 10.353, 0.198], [-3.513, 10.768, -0.685], [-3.001, 13.958, 2.101], [0.002, 13.382, 1.373], [-1.768, 13.848, 3.038], [-1.577, 7.258, 0.382], [1.919, 12.854, 1.783], [1.571, 9.425, 0.708], [-5.693, 13.670, 2.394], [-2.604, 6.436, 6.452], [-0.682, 13.457, 0.528], [-2.247, 13.496, 3.951], [-4.960, 10.664, -1.483], [-3.565, 14.872, 2.286], [1.449, 10.166, -0.807], [1.709, 12.921, 0.156], [0.050, 12.880, 3.259], [-5.566, 11.983, 1.735], [0.382, 14.384, 1.576], [-2.793, 14.074, 1.037], [2.884, 10.627, 0.161], [-0.643, 6.711, -0.838], [-1.265, 14.783, 3.287], [-5.269, 13.304, 0.751]],
  "mulliken_charge": [1.10, -0.72, -0.51, -0.75, -0.50, -0.15, -0.55, -0.65, -0.21, -0.50, -0.47, -0.64, -0.09, -0.96, -0.94, 0.69, -0.90, 0.78, -0.35, -0.53, -1.00, 0.75, 0.36, 0.24, 0.37, 0.30, 0.30, 0.32, 0.31, 0.43, 0.30, 0.48, 0.21, 0.29, 0.37, 0.34, 0.38, 0.31, 0.46, 0.32],
  "homo_lumo_gap_ev": [7.08, 3.88],
  "total_charge": -1,
  "s_squared": 0.7612,
  "spin_multiplicity": 2,
  "lumo_ev": [2.40, -0.69]
}

---

# 3
{
  "formula": "C15H36I2N2O8S2",
  "method": "the ωB97M-V functional and the def2-TZVPD basis",
  "species": ["I", "I", "S", "S", "O", "O", "O", "O", "O", "O", "O", "O", "N", "N", "C", "C", "C", "C", "C", "C", "C", "C", "C", "C", "C", "C", "C", "C", "C", "H", "H", "H", "H", "H", "H", "H", "H", "H", "H", "H", "H", "H", "H", "H", "H", "H", "H", "H", "H", "H", "H", "H", "H", "H", "H", "H", "H", "H", "H", "H", "H", "H", "H", "H", "H"],
  "xyz": [[4.172, -2.576, 0.671], [3.322, 3.517, 0.641], [-0.156, -4.295, 0.145], [-1.061, 3.933, -3.136], [-0.796, -3.075, -0.261], [-1.541, 3.027, -2.129], [-1.097, -5.511, -0.243], [-1.155, 5.336, -2.886], [1.944, 1.406, 2.819], [0.249, -1.144, 3.351], [1.178, -4.543, -0.300], [-1.767, 3.578, -4.510], [-2.799, 0.503, 1.979], [1.369, 1.926, -0.870], [0.331, 0.245, 1.373], [-0.234, -4.473, 1.888], [-1.629, -5.530, -1.597], [-3.941, 4.741, -4.470], [0.576, 3.501, -3.574], [2.891, 0.126, 1.037], [1.584, 2.216, 0.516], [-0.438, -0.098, 2.656], [1.153, 2.432, 3.389], [-0.609, -5.995, -2.611], [3.971, -0.805, 3.194], [1.700, 0.999, 1.476], [3.184, -1.095, 1.913], [-3.213, 3.417, -4.493], [-1.868, -0.556, 2.330], [1.594, 3.421, 3.217], [0.475, -0.698, 0.818], [-1.259, -4.313, 2.212], [-3.787, 5.268, -3.530], [4.743, -1.556, 3.388], [-3.474, 2.789, -3.641], [4.449, 0.178, 3.150], [2.670, -0.203, 0.017], [0.441, 1.572, -1.064], [-2.681, 1.338, 2.536], [0.895, 4.066, -4.446], [-5.009, 4.558, -4.597], [-3.413, 2.862, -5.406], [-1.102, -6.118, -3.576], [1.186, 3.729, -2.701], [0.117, -5.469, 2.147], [2.076, 1.328, -1.273], [-3.599, 5.380, -5.283], [2.254, -1.603, 2.157], [-0.184, -6.953, -2.312], [-2.750, 0.760, 1.005], [0.772, 2.865, 0.858], [-2.247, -1.096, 3.211], [1.106, 2.235, 4.465], [-1.840, -1.282, 1.506], [0.203, -5.278, -2.721], [-2.470, -6.215, -1.526], [0.426, -3.713, 2.303], [3.792, 0.752, 0.997], [0.597, 2.433, -3.772], [0.129, 2.438, 2.992], [3.280, -0.795, 4.047], [-0.511, 0.792, 3.295], [0.174, -0.992, 4.291], [-0.363, 0.847, 0.764], [-2.011, -4.535, -1.825]],
  "mulliken_charge": [0.03, -0.02, 1.19, 1.21, -0.65, -0.63, -0.28, -0.63, -0.36, -0.45, -0.58, -0.30, -0.59, -0.21, -0.98, -0.76, -0.34, -0.97, -0.92, -1.82, -1.58, 0.51, -0.93, -0.97, -1.01, 2.33, 0.50, -0.33, -0.99, 0.24, 0.15, 0.31, 0.30, 0.42, 0.31, 0.26, 0.76, 0.23, 0.28, 0.40, 0.39, 0.28, 0.39, 0.31, 0.40, 0.29, 0.26, -0.33, 0.26, 0.28, 0.67, 0.29, 0.27, 0.26, 0.29, 0.28, 0.15, 0.25, 0.29, 0.46, 0.20, 0.12, 0.32, 0.19, 0.32],
  "homo_lumo_gap_ev": 9.37,
  "lumo_ev": 0.48
}

---

# 4
{
  "formula": "C18H27ClN2PdS",
  "method": "the ωB97M-V functional and the def2-TZVPD basis",
  "species": ["Pd", "Cl", "S", "N", "N", "C", "C", "C", "C", "C", "C", "C", "C", "C", "C", "C", "C", "C", "C", "C", "C", "C", "C", "H", "H", "H", "H", "H", "H", "H", "H", "H", "H", "H", "H", "H", "H", "H", "H", "H", "H", "H", "H", "H", "H", "H", "H", "H", "H", "H"],
  "xyz": [[3.153, 2.120, 1.750], [1.418, 0.547, 1.169], [5.366, 1.932, 1.676], [-2.022, -2.527, -0.044], [-2.908, -0.886, 1.014], [-4.425, 0.721, 2.066], [-1.743, -1.493, 0.759], [-0.960, -3.424, -0.535], [-3.946, -1.539, 0.361], [-3.384, -2.579, -0.304], [3.567, 2.382, -1.858], [-2.189, 1.434, 1.211], [4.643, 4.457, -1.257], [4.086, 3.982, -3.717], [-2.977, 0.310, 1.876], [4.097, 3.620, -2.255], [4.950, 3.983, -0.006], [-0.276, -4.037, 0.679], [-1.563, -4.490, -1.427], [3.887, 1.814, -0.638], [-2.310, -0.056, 3.198], [0.052, -2.564, -1.282], [4.558, 2.635, 0.350], [-0.982, -4.649, 1.252], [-0.755, -5.141, -1.778], [0.455, -1.779, -0.627], [-4.442, 1.593, 2.733], [5.434, 4.549, 0.787], [4.177, 3.083, -4.345], [-2.375, 0.808, 3.874], [4.858, 5.503, -1.513], [-2.834, -0.901, 3.667], [-0.412, -2.114, -2.168], [0.150, -3.251, 1.317], [-2.609, 1.647, 0.220], [-2.289, 2.332, 1.834], [-4.870, 1.020, 1.107], [0.874, -3.211, -1.617], [2.937, 1.853, -2.566], [-5.014, -0.082, 2.530], [3.131, 4.453, -3.976], [-4.979, -1.235, 0.423], [-1.252, -0.302, 3.039], [-1.119, 1.185, 1.136], [-3.855, -3.324, -0.920], [4.886, 4.667, -4.016], [0.535, -4.688, 0.327], [-2.280, -5.112, -0.876], [3.603, 0.798, -0.322], [-2.046, -4.048, -2.309]],
  "mulliken_charge": [-0.05, -0.46, -0.46, -0.41, -0.16, -3.23, -0.56, 6.08, -0.30, -0.37, -0.80, -1.66, -0.37, -1.38, 3.98, 0.58, -0.84, -2.78, -4.25, -0.37, -2.13, -2.28, 0.40, 0.50, 0.48, 0.11, 0.43, 0.34, 0.36, 0.45, 0.30, 0.43, 0.38, 0.16, 0.38, 0.44, 0.48, 0.41, 0.40, 0.55, 0.26, 0.27, 0.20, -0.05, -0.14, 0.37, 0.45, 0.59, 0.69, 0.57],
  "homo_lumo_gap_ev": [1.80, 6.52],
  "total_charge": -2,
  "s_squared": 6.0280,
  "spin_multiplicity": 5,
  "lumo_ev": [4.58, 3.62]
}

---

# 5
{
  "formula": "C4H6N2OS",
  "method": "the ωB97M-V functional and the def2-TZVPD basis",
  "species": ["S", "O", "N", "N", "C", "C", "C", "C", "H", "H", "H", "H", "H", "H"],
  "xyz": [[2.971, -0.213, -0.008], [0.913, -1.828, 0.004], [0.322, 0.306, -0.005], [-2.081, 0.072, -0.014], [1.381, -0.574, -0.006], [-0.907, -0.375, -0.005], [-0.526, -1.832, -0.007], [0.423, 1.740, 0.005], [1.476, 1.996, -0.018], [-2.128, 1.074, -0.011], [-0.875, -2.352, -0.877], [-0.051, 2.155, -0.884], [-0.041, 2.192, 0.915], [-0.878, -2.361, 0.910]],
  "mulliken_charge": [-0.39, -0.35, 0.04, -0.68, 0.44, 0.45, -0.27, -1.00, 0.30, 0.26, 0.28, 0.36, 0.32, 0.25],
  "relative_energy_ev": 1.220,
  "homo_lumo_gap_ev": 9.65,
  "lumo_ev": 0.69
}

---

# 6
{
  "formula": "C7H7IN2O",
  "method": "the ωB97M-V functional and the def2-TZVPD basis",
  "species": ["I", "O", "N", "N", "C", "C", "C", "C", "C", "C", "C", "H", "H", "H", "H", "H", "H", "H"],
  "xyz": [[4.448, 0.139, -0.253], [-1.261, 1.506, 1.605], [2.546, -0.482, 0.117], [-0.364, -0.202, 0.396], [-2.126, 1.431, -1.752], [-0.254, -1.482, 0.123], [-0.943, 0.225, 1.438], [-1.001, 2.338, 0.435], [-1.647, 1.804, -0.749], [2.153, -1.627, -0.303], [0.798, -2.194, -0.340], [0.134, 2.286, 0.379], [-1.188, -0.366, 2.275], [-1.153, -2.074, 0.111], [2.918, -2.188, -0.757], [-1.331, 3.363, 0.507], [0.632, -3.302, -0.601], [-2.361, 0.825, -2.630]],
  "mulliken_charge": [0.07, -0.37, -0.52, -0.36, 0.18, -0.11, 0.02, -0.32, -0.53, 0.12, -0.54, 0.26, 0.48, 0.32, 0.36, 0.31, 0.25, 0.39],
  "relative_energy_ev": 3.896,
  "homo_lumo_gap_ev": 8.67,
  "lumo_ev": 0.24
}